Below is 2 unconnected molecules or ions with the total composition HNO2S in a non-equilibrium geometry, with properties calculated with wB97M-V/def2-TZVPD.

Structure (XYZ):
```
5
Properties=species:S:1:pos:R:3
N -0.09050 -1.12860 1.16319
O -0.75124 -2.10262 1.17336
O 0.05950 1.10062 -1.65928
S 0.72964 0.03123 0.80519
H 0.05260 2.09936 -1.48246
```

* calculated total energy: -603.81791 Eh
* ΔE to the lowest compared entry with this formula, charge and spin: 89.44 kcal/mol
* LUMO (alpha / beta): -1.56 / -0.92 eV